Below is a molecular structure, C3H7NiO3 at a distorted geometry, with properties calculated with the ωB97M-V functional and the def2-TZVPD basis.

Element x y z (Å)
C -1.20578 -0.01095 -0.09261
H 0.02929 1.32803 1.70680
O -0.31368 1.07353 -0.31581
H 0.89263 -0.11808 1.16950
H -2.17766 0.16110 -0.57586
H -1.38269 -0.02407 0.99983
Ni 1.41344 0.05810 -1.33089
H -1.06277 -2.07768 0.42674
C 0.60401 1.34170 0.76592
O 0.77348 -1.29845 -0.10304
H -1.03191 -1.83433 -1.26706
O 3.18216 0.40975 -1.74018
H 0.90542 2.39765 0.69028
C -0.62594 -1.40629 -0.33362

Cartesian forces, eV/Å:
C -0.98 -0.28 2.13
H -0.39 0.50 -0.19
O 0.33 -0.14 -1.62
H 0.97 3.23 -2.05
H 0.47 0.20 -0.14
H -0.34 0.40 -0.31
Ni 1.49 0.10 1.47
H 0.10 0.22 -0.11
C -1.48 -3.13 2.22
O -0.60 -0.18 -1.29
H 1.02 0.10 -0.37
O -1.53 -0.22 -0.05
H 1.02 -0.83 -0.31
C -0.08 0.03 0.61

As for the total charge: 0. For the HOMO energy (spin up / spin down), the calculation gives -8.96 / -8.95 eV. As for the expectation value of S²: 3.764. For the energy relative to the best compared isomer or geometry (same formula, charge and spin), the calculation gives 87.13 kcal/mol. The spin multiplicity is 4. For the gap between HOMO and LUMO (spin up / spin down), the calculation gives 9.0 / 7.7 eV. Its LUMO energy (spin up / spin down) is 0.00 / -1.24 eV. The calculated total energy comes out at -50402.60018 eV.